(1)
C33H20N9O9SeW | ωB97M-V/def2-TZVPD

Structure (XYZ):
```
73
Properties=species:S:1:pos:R:3:mulliken_charge:R:1
W -1.00 -0.08 -0.03 1.392
C 2.08 2.69 -1.62 -1.952
C 1.01 1.68 -1.40 1.001
N 0.71 1.17 -0.25 2.164
N 1.48 1.47 0.85 -1.769
C 1.10 0.68 1.81 0.291
O 0.19 -0.22 1.65 -0.575
C 1.75 0.77 3.14 0.367
C 1.53 -0.22 4.08 -0.038
C 2.11 -0.13 5.34 -0.899
C 2.90 0.96 5.66 -0.369
C 3.11 1.96 4.72 -0.778
C 2.54 1.87 3.46 -0.455
C 0.25 1.11 -2.52 0.579
C 0.49 1.43 -3.84 -0.714
C -0.13 0.69 -4.83 -0.773
C -0.97 -0.36 -4.47 -1.033
C -1.20 -0.59 -3.13 -0.306
N -0.61 0.14 -2.18 0.775
H 2.49 3.01 -0.67 0.301
H 1.66 3.55 -2.15 0.458
H 2.88 2.27 -2.23 0.375
H 0.91 -1.07 3.82 0.476
H 1.94 -0.91 6.07 0.403
H 3.35 1.04 6.64 0.389
H 3.72 2.83 4.97 0.390
H 2.68 2.65 2.73 0.448
H 1.16 2.24 -4.08 0.529
H 0.04 0.92 -5.87 0.472
H -1.47 -0.97 -5.21 0.502
H -1.87 -1.37 -2.79 0.446
O -0.47 6.15 -1.03 -0.627
C -0.81 5.12 -0.49 0.373
C -1.22 3.84 -1.17 0.310
O -1.26 3.67 -2.39 -0.747
C -1.45 2.88 -0.13 0.676
C -1.17 3.38 1.17 0.419
O -1.19 2.79 2.26 -0.713
C -0.78 4.83 1.00 0.143
O -0.49 5.61 1.87 -0.622
O -1.87 1.64 -0.41 -0.680
N -2.91 -0.68 -0.71 -0.360
C -3.97 -1.13 -0.87 0.834
N -5.16 -1.55 -1.06 -0.917
C -5.39 -2.67 -1.73 0.405
N -5.68 -3.64 -2.30 -0.587
O 2.60 -0.97 -1.98 -0.634
C 2.37 -2.14 -2.60 0.541
C 3.20 -2.47 -3.67 -0.659
C 3.04 -3.67 -4.34 -0.321
C 2.04 -4.56 -3.96 -0.718
C 1.22 -4.24 -2.90 -0.735
C 1.36 -3.03 -2.21 0.174
C 0.39 -2.74 -1.10 0.629
O -0.41 -3.60 -0.74 -0.850
O 0.49 -1.54 -0.59 -0.451
H 1.92 -0.91 -1.27 0.315
H 3.98 -1.77 -3.95 0.425
H 3.69 -3.91 -5.17 0.388
H 1.92 -5.50 -4.49 0.405
H 0.43 -4.91 -2.58 0.451
Se -1.25 -3.68 1.70 0.369
N -1.86 -3.40 3.35 -0.974
C -2.27 -2.15 3.44 0.614
C -2.76 -1.42 4.57 -0.601
C -3.02 -0.11 4.40 -0.793
C -2.78 0.56 3.14 -0.343
N -2.36 -0.07 2.08 -0.077
C -2.14 -1.41 2.23 0.495
N -1.62 -2.02 1.21 -0.098
H -2.90 -1.92 5.52 0.487
H -3.38 0.50 5.22 0.414
H -2.90 1.63 3.05 0.540
```

## Properties
energy above the lowest of the compared OMol25 structures with the same formula, charge and spin = 94.0 kJ/mol
charge = -1
highest occupied orbital energy (alpha / beta) = -4.783 / -4.780 eV
lowest unoccupied orbital energy (alpha / beta) = 0.46 / 0.46 eV

=====

(2)
C33H21BrN5OReS3 | ωB97M-V/def2-TZVPD

Structure (XYZ):
```
65
Properties=species:S:1:pos:R:3:mulliken_charge:R:1
Re -0.55 -0.34 0.91 0.582
S -3.51 4.24 2.96 -0.105
C -4.52 5.59 3.22 -0.391
C -5.06 6.06 2.05 -0.549
C -4.65 5.32 0.93 -0.569
C -3.81 4.28 1.24 0.343
C -3.18 3.32 0.37 0.791
C -2.44 2.26 0.93 -0.767
N -1.75 1.40 0.22 -0.288
C -1.71 1.52 -1.13 -0.218
C -2.50 2.49 -1.79 0.779
C -2.46 2.52 -3.22 -1.108
C -1.68 1.66 -3.91 -1.010
C -0.87 0.68 -3.26 0.698
C -0.08 -0.24 -3.95 -0.965
C 0.70 -1.15 -3.24 0.729
C 0.66 -1.08 -1.84 0.066
N -0.10 -0.25 -1.14 0.359
C -0.87 0.63 -1.85 -0.051
C 1.49 -2.14 -3.92 0.342
C 1.38 -2.56 -5.23 -0.480
C 2.30 -3.56 -5.57 -0.649
C 3.12 -3.89 -4.54 -0.363
S 2.77 -3.01 -3.12 -0.038
C -3.23 3.39 -1.02 -0.603
H -4.65 5.96 4.21 0.446
H -5.72 6.90 2.01 0.405
H -4.98 5.55 -0.06 0.368
H -2.43 2.13 2.01 0.536
H -3.05 3.26 -3.74 0.453
H -1.64 1.70 -4.99 0.466
H -0.08 -0.24 -5.03 0.436
H 1.28 -1.76 -1.26 -0.182
H 0.65 -2.19 -5.92 0.372
H 2.35 -4.01 -6.54 0.415
H 3.90 -4.62 -4.53 0.445
H -3.81 4.15 -1.51 0.442
S -2.47 -2.03 0.41 -0.401
C -1.89 -2.55 -1.04 0.630
N -1.45 -2.91 -2.05 -0.477
O -1.18 -0.14 3.76 -0.615
N -0.96 -0.24 2.61 0.620
C 1.38 -1.06 1.69 -0.911
C 1.97 -2.34 1.44 0.904
C 1.17 -3.40 0.97 -0.254
C 1.71 -4.64 0.69 -0.752
C 3.06 -4.87 0.88 -0.599
C 3.88 -3.83 1.32 -0.739
C 3.35 -2.59 1.60 -0.386
H 0.10 -3.24 0.86 0.236
H 1.07 -5.43 0.33 0.466
H 3.48 -5.84 0.68 0.439
H 4.94 -4.00 1.45 0.447
H 4.02 -1.80 1.90 0.621
Br 3.71 -0.87 6.34 -0.154
C 2.91 -0.02 4.85 -0.485
C 2.65 1.35 4.87 -0.170
C 2.10 1.89 3.71 -0.784
C 1.80 1.09 2.64 -0.133
N 1.96 -0.27 2.67 0.329
C 2.56 -0.80 3.77 -0.179
H 2.86 1.96 5.74 0.483
H 1.91 2.95 3.64 0.459
H 1.40 1.50 1.72 0.512
H 2.69 -1.87 3.79 0.762
```

## Properties
energy above the lowest of the compared OMol25 structures with the same formula, charge and spin = 181.1 kJ/mol
charge = +1
highest occupied orbital energy (alpha / beta) = -9.492 / -9.401 eV
multiplicity = 2
lowest unoccupied orbital energy (alpha / beta) = -4.19 / -4.24 eV

=====

(3)
C33H21FeI2N7OS2 | ωB97M-V/def2-TZVPD

Structure (XYZ):
```
67
Properties=species:S:1:pos:R:3:mulliken_charge:R:1
Fe -0.08 -1.05 0.24 -1.521
I -3.90 -1.64 6.38 0.017
C -2.67 -1.00 4.82 -0.325
C -2.90 0.23 4.23 -0.418
C -2.09 0.64 3.18 0.036
I -2.39 2.51 2.31 -0.006
C -1.05 -0.17 2.68 0.239
O -0.32 0.20 1.67 -0.273
C -0.82 -1.40 3.35 0.629
C 0.37 -2.20 2.88 -1.317
N 0.24 -2.62 1.47 0.626
C -0.86 -3.59 1.23 -1.525
C -2.11 -2.88 0.75 1.185
C -3.36 -3.41 0.71 -1.225
C -4.37 -2.62 0.03 -0.306
C -4.14 -1.39 -0.43 -1.350
C -2.82 -0.71 -0.21 1.048
N -1.81 -1.64 0.29 1.135
C -1.63 -1.81 4.38 -0.655
H -3.70 0.87 4.58 0.362
H 0.51 -3.07 3.53 0.509
H 1.26 -1.58 2.94 0.232
H 1.11 -3.09 1.18 -0.516
H -1.06 -4.17 2.13 0.482
H -0.51 -4.26 0.45 0.439
H -3.57 -4.40 1.09 0.476
H -5.36 -3.05 -0.10 0.363
H -4.93 -0.81 -0.91 0.429
H -2.92 0.13 0.50 -0.570
H -1.44 -2.76 4.87 0.399
S 0.49 -2.52 -1.64 -0.376
C 2.20 -2.46 -1.82 0.370
C 2.68 -1.49 -2.75 -0.142
N 2.99 -0.64 -3.47 -0.645
C 3.10 -3.21 -1.09 0.571
S 2.73 -4.33 0.14 -0.395
C 4.50 -3.00 -1.38 0.136
N 5.62 -2.86 -1.59 -0.582
N 2.58 7.91 -3.85 -0.555
C 2.31 6.89 -3.40 -0.080
C 1.98 5.60 -2.84 0.627
C 1.06 5.53 -1.80 -0.896
C 0.73 4.29 -1.27 -0.211
C 1.32 3.13 -1.76 -0.216
C 2.24 3.22 -2.81 -0.168
C 2.57 4.45 -3.35 -0.917
C 0.95 1.81 -1.21 1.560
C -0.40 1.34 -1.43 0.042
C -1.52 2.03 -2.10 -1.140
C -2.56 1.19 -2.09 -0.813
C -2.14 -0.10 -1.47 -0.296
N -0.77 0.16 -1.07 1.177
C 1.90 1.05 -0.59 -0.199
C 3.30 1.38 -0.42 -1.084
C 3.88 0.34 0.21 -1.471
C 2.83 -0.62 0.45 -0.604
N 1.68 -0.21 -0.01 1.307
H 0.61 6.43 -1.41 0.450
H 0.02 4.22 -0.45 0.611
H 2.68 2.31 -3.20 0.633
H 3.28 4.52 -4.16 0.468
H -1.47 3.02 -2.52 0.589
H -3.53 1.37 -2.52 0.482
H -2.12 -0.89 -2.24 0.203
H 3.78 2.28 -0.77 0.618
H 4.92 0.22 0.48 0.501
H 2.92 -1.57 0.96 0.846
```

## Properties
energy above the lowest of the compared OMol25 structures with the same formula, charge and spin = 109.1 kJ/mol
charge = -1
highest occupied orbital energy (alpha / beta) = -4.487 / -4.551 eV
multiplicity = 2
lowest unoccupied orbital energy (alpha / beta) = 0.27 / 0.28 eV

=====

(4)
C33H22F2FeINP | ωB97M-V/def2-TZVPD

Structure (XYZ):
```
61
Properties=species:S:1:pos:R:3:mulliken_charge:R:1
Fe -0.60 -0.07 -0.16 -0.776
I -0.57 1.70 1.75 0.041
C -2.46 2.52 1.28 0.187
C -2.41 3.88 1.18 -0.803
C -3.60 4.64 1.16 -0.862
C -4.78 3.99 1.33 -0.857
C -4.85 2.58 1.42 0.735
C -6.11 1.97 1.65 -0.727
C -6.24 0.62 1.76 -1.279
C -5.11 -0.18 1.54 -0.497
C -3.86 0.35 1.29 1.094
P -2.72 -0.89 0.62 1.877
C -2.31 -2.06 1.91 0.991
C -2.37 -1.65 3.25 -0.907
C -1.96 -2.51 4.25 -0.710
C -1.49 -3.78 3.93 -0.690
C -1.43 -4.19 2.61 -0.801
C -1.83 -3.33 1.59 -0.521
C -3.59 -1.71 -0.74 0.777
C -4.24 -2.93 -0.57 -0.309
C -4.96 -3.48 -1.62 -0.760
C -5.03 -2.81 -2.83 -0.635
C -4.41 -1.59 -3.00 -0.689
C -3.68 -1.04 -1.95 -0.816
C -3.68 1.77 1.32 0.351
H -1.46 4.40 1.17 0.466
H -3.55 5.71 1.08 0.428
H -5.71 4.55 1.39 0.428
H -6.98 2.62 1.74 0.440
H -7.20 0.17 1.95 0.457
H -5.25 -1.26 1.51 0.459
H -2.75 -0.67 3.51 0.379
H -2.01 -2.20 5.29 0.465
H -1.18 -4.45 4.72 0.446
H -1.07 -5.18 2.36 0.486
H -1.76 -3.66 0.56 0.623
H -4.21 -3.45 0.38 0.467
H -5.46 -4.43 -1.49 0.463
H -5.60 -3.25 -3.65 0.433
H -4.49 -1.06 -3.94 0.472
H -3.22 -0.06 -2.09 0.270
F 1.95 -4.71 0.63 -0.331
C 1.47 -3.78 -0.19 0.486
C 1.02 -2.58 0.34 -0.210
C 0.53 -1.64 -0.54 0.460
C 0.48 -1.84 -1.93 -0.500
C 0.94 -3.08 -2.39 0.481
F 0.91 -3.35 -3.70 -0.306
C 1.44 -4.05 -1.55 -0.810
C 0.01 -0.73 -2.79 1.450
C 0.07 -0.68 -4.18 -0.651
C -0.37 0.46 -4.84 -0.515
C -0.87 1.54 -4.12 -0.731
C -0.92 1.43 -2.75 -0.277
N -0.49 0.33 -2.10 -0.216
H 1.05 -2.43 1.42 0.533
H 1.79 -4.99 -1.94 0.541
H 0.47 -1.51 -4.73 0.586
H -0.31 0.50 -5.91 0.490
H -1.21 2.44 -4.61 0.482
H -1.30 2.24 -2.13 0.443
```

## Properties
energy above the lowest of the compared OMol25 structures with the same formula, charge and spin = 0.0 kJ/mol
charge = +2
highest occupied orbital energy (alpha / beta) = -14.213 / -14.281 eV
multiplicity = 6
lowest unoccupied orbital energy (alpha / beta) = -5.91 / -7.94 eV

=====

(5)
C33H23CuI2N5O4S | ωB97M-V/def2-TZVPD

Structure (XYZ):
```
69
Properties=species:S:1:pos:R:3:mulliken_charge:R:1
Cu 11.95 14.45 11.69 0.153
C 11.03 14.95 14.91 -1.059
C 12.51 14.59 14.93 0.515
C 13.28 14.74 16.07 -0.996
C 14.66 14.81 15.91 -0.551
C 15.21 14.66 14.65 -1.221
C 14.37 14.35 13.60 0.677
N 13.03 14.39 13.72 0.387
C 14.89 14.26 12.22 0.953
C 16.23 14.20 11.95 -1.083
C 16.64 14.15 10.65 -0.871
C 15.72 14.30 9.64 -0.988
C 14.36 14.21 9.95 0.542
N 13.96 14.25 11.21 0.853
C 13.34 14.17 8.87 0.711
C 13.71 13.70 7.65 -0.941
C 12.74 13.59 6.67 -0.826
C 11.46 14.02 6.99 -0.693
C 11.17 14.56 8.26 0.705
C 9.77 15.16 8.45 -1.078
N 12.14 14.61 9.20 0.184
H 10.67 15.18 15.92 0.511
H 10.45 14.13 14.48 0.155
H 10.95 15.82 14.30 0.120
H 12.79 14.77 17.05 0.432
H 15.28 15.12 16.76 0.383
H 16.30 14.82 14.51 0.246
H 16.97 14.14 12.71 0.415
H 17.68 14.09 10.43 0.474
H 16.06 14.39 8.56 0.511
H 14.69 13.27 7.56 0.482
H 12.92 13.18 5.67 0.413
H 10.71 13.97 6.16 0.305
H 9.12 14.78 7.64 0.481
H 9.83 16.22 8.32 0.316
H 9.35 14.95 9.42 -0.007
I 11.78 19.76 11.77 0.007
C 10.29 18.33 11.56 -0.568
C 8.91 18.71 11.57 -0.310
C 7.92 17.80 11.69 -0.291
I 6.05 18.61 11.92 0.056
C 8.20 16.39 11.72 1.139
C 7.22 15.43 11.92 -0.767
C 7.64 14.13 12.04 -1.020
C 8.97 13.78 11.89 -0.233
N 9.94 14.69 11.73 0.978
C 9.58 15.99 11.73 -0.131
C 10.65 16.98 11.65 0.522
O 11.83 16.48 11.77 -0.507
H 8.71 19.80 11.56 0.285
H 6.15 15.61 11.88 0.304
H 6.89 13.38 12.15 0.444
H 9.19 12.68 11.80 0.183
O 11.33 9.36 14.39 -0.703
S 12.44 9.94 13.72 1.122
O 13.67 10.00 14.49 -0.728
N 12.14 11.52 13.24 -0.270
C 12.06 11.52 11.90 0.273
O 11.69 12.58 11.26 -0.352
C 12.38 10.30 11.17 0.380
C 12.49 10.17 9.80 -0.218
C 12.91 8.91 9.33 -0.836
C 13.09 7.84 10.22 -0.371
C 12.95 7.94 11.62 -0.732
C 12.61 9.22 12.08 0.113
H 12.27 11.07 9.20 0.417
H 13.17 8.68 8.30 0.388
H 13.42 6.87 9.86 0.356
H 13.15 7.07 12.22 0.457
```

## Properties
energy above the lowest of the compared OMol25 structures with the same formula, charge and spin = 0.0 kJ/mol
charge = 0
highest occupied orbital energy (alpha / beta) = -7.349 / -7.326 eV
multiplicity = 2
lowest unoccupied orbital energy (alpha / beta) = -0.50 / -0.49 eV

=====

(6)
C33H23F3I2N2O2PtSSb | ωB97M-V/def2-TZVPD

Structure (XYZ):
```
68
Properties=species:S:1:pos:R:3:mulliken_charge:R:1
Pt -0.18 -0.75 -0.19 3.837
O -1.92 0.10 3.39 -0.657
S -1.96 -0.43 2.07 1.137
O -2.15 0.45 0.91 -0.832
N -0.59 -1.21 1.68 -0.725
C 0.52 -1.36 2.55 0.078
C 0.46 -1.69 3.88 -0.440
C 1.66 -1.84 4.61 -1.044
C 2.89 -1.68 4.04 -0.963
C 2.98 -1.32 2.67 1.146
C 4.19 -1.14 1.98 -0.681
C 4.18 -0.80 0.65 -0.972
C 2.95 -0.61 0.00 0.002
N 1.80 -0.78 0.62 -0.552
C 1.79 -1.14 1.94 0.362
C -3.23 -1.65 2.01 0.298
C -4.02 -1.77 0.88 -0.186
C -5.03 -2.72 0.85 -0.602
C -5.25 -3.52 1.96 -0.622
C -4.47 -3.38 3.10 -0.669
C -3.45 -2.44 3.13 -0.479
H -0.48 -1.83 4.38 0.414
H 1.59 -2.10 5.66 0.439
H 3.80 -1.82 4.61 0.437
H 5.13 -1.27 2.50 0.458
H 5.10 -0.66 0.10 0.422
H 2.91 -0.33 -1.04 0.331
H -3.86 -1.10 0.04 0.665
H -5.65 -2.82 -0.03 0.442
H -6.05 -4.25 1.95 0.418
H -4.66 -3.99 3.97 0.464
H -2.86 -2.30 4.02 0.417
I 0.02 0.15 -2.60 0.196
I 1.83 2.06 -2.37 -0.038
F -6.10 -3.86 -4.42 -0.334
C -4.99 -3.69 -3.69 0.333
C -4.28 -4.81 -3.30 -0.756
C -3.13 -4.63 -2.55 -0.315
C -2.72 -3.35 -2.17 0.384
C -3.46 -2.24 -2.59 -0.609
C -4.61 -2.40 -3.35 -0.677
Sb -0.98 -3.05 -1.05 -0.996
C 0.46 -3.92 -2.32 0.652
C 0.32 -3.74 -3.69 -0.594
C 1.27 -4.24 -4.57 -0.622
C 2.35 -4.92 -4.04 0.251
F 3.27 -5.42 -4.88 -0.316
C 2.52 -5.12 -2.69 -0.696
C 1.56 -4.61 -1.82 -0.377
C -1.11 -4.35 0.58 1.269
C -2.28 -5.06 0.84 -0.616
C -2.38 -5.88 1.96 -0.821
C -1.30 -5.96 2.81 0.180
F -1.39 -6.73 3.90 -0.351
C -0.12 -5.26 2.59 -1.084
C -0.04 -4.45 1.47 -0.755
H -4.61 -5.79 -3.61 0.474
H -2.55 -5.50 -2.26 0.542
H -3.16 -1.24 -2.31 0.279
H -5.20 -1.56 -3.69 0.459
H -0.54 -3.23 -4.10 0.426
H 1.18 -4.13 -5.64 0.472
H 3.37 -5.68 -2.33 0.482
H 1.68 -4.79 -0.76 0.318
H -3.14 -4.98 0.18 0.367
H -3.28 -6.43 2.18 0.532
H 0.69 -5.35 3.29 0.525
H 0.87 -3.89 1.31 0.474
```

## Properties
energy above the lowest of the compared OMol25 structures with the same formula, charge and spin = 26.7 kJ/mol
charge = +1
highest occupied orbital energy = -10.640 eV
lowest unoccupied orbital energy = -4.83 eV